(1)
C64H144N4O24 | ωB97M-V/def2-TZVPD

```
! wB97M-V def2-TZVPD RIJCOSX def2/J DEFGRID3
* xyz 0 1
C -3.611 4.082 -5.734
O -2.846 3.092 -5.099
C -3.401 1.827 -5.292
C -2.330 0.815 -4.856
O -2.082 0.989 -3.515
C -1.241 -0.033 -3.085
H -3.218 5.088 -5.485
H -4.713 4.052 -5.548
H -3.497 3.937 -6.799
H -3.715 1.718 -6.344
H -4.295 1.622 -4.758
H -1.417 1.070 -5.402
H -2.648 -0.219 -5.179
H -0.499 -0.372 -3.830
H -1.828 -0.949 -2.983
H -0.767 0.355 -2.195
C -3.011 -3.243 -1.457
O -2.396 -4.256 -0.730
C -1.136 -3.838 -0.459
C -0.304 -4.915 0.351
O -0.551 -6.163 -0.245
C -1.368 -7.054 0.484
H -2.476 -2.830 -2.346
H -3.277 -2.385 -0.810
H -3.988 -3.616 -1.824
H -1.102 -2.959 0.220
H -0.640 -3.497 -1.406
H -0.471 -4.984 1.434
H 0.738 -4.599 0.129
H -1.057 -7.260 1.501
H -1.359 -7.983 -0.072
H -2.388 -6.621 0.470
C 2.372 5.487 -7.985
O 3.189 4.500 -7.486
C 2.475 3.387 -6.885
C 2.194 3.761 -5.451
O 1.527 2.628 -4.894
C 0.823 2.863 -3.668
H 2.942 6.173 -8.550
H 1.787 5.976 -7.189
H 1.654 5.073 -8.635
H 3.042 2.454 -6.975
H 1.480 3.356 -7.396
H 1.584 4.642 -5.402
H 3.153 3.893 -4.933
H -0.121 3.365 -3.858
H 1.489 3.492 -3.031
H 0.576 1.961 -3.133
C -0.634 -0.474 5.640
O 0.619 0.238 5.817
C 1.129 0.712 4.570
C 2.456 1.408 4.854
O 2.231 2.672 5.346
C 3.372 3.367 5.626
H -1.374 0.292 5.651
H -0.684 -1.219 6.449
H -0.564 -1.029 4.673
H 0.434 1.296 4.026
H 1.377 -0.200 3.937
H 3.083 1.528 3.974
H 3.025 0.741 5.516
H 3.204 4.457 5.544
H 4.153 3.069 4.909
H 3.738 3.134 6.634
C 5.680 -0.605 5.614
O 4.789 -1.477 4.976
C 4.995 -1.352 3.583
C 4.220 -2.488 2.945
O 2.859 -2.131 2.956
C 2.098 -2.956 2.106
H 6.687 -1.053 5.628
H 5.358 -0.412 6.628
H 5.711 0.365 5.158
H 6.024 -1.460 3.365
H 4.564 -0.408 3.235
H 4.340 -3.451 3.493
H 4.545 -2.689 1.943
H 1.110 -2.525 1.854
H 2.039 -3.966 2.531
H 2.592 -3.091 1.104
C -4.907 -6.391 -1.444
O -5.496 -5.181 -1.050
C -5.256 -4.960 0.329
C -6.228 -3.973 0.843
O -5.890 -2.707 0.310
C -6.798 -1.645 0.652
H -5.376 -7.203 -0.919
H -3.852 -6.326 -1.149
H -5.099 -6.505 -2.503
H -4.262 -4.547 0.510
H -5.436 -5.882 0.960
H -6.164 -3.922 1.938
H -7.235 -4.247 0.573
H -7.801 -1.913 0.336
H -6.491 -0.789 0.079
H -6.791 -1.440 1.729
C 6.644 4.557 -1.626
O 6.771 5.689 -2.451
C 6.377 5.442 -3.784
C 6.993 4.224 -4.421
O 8.427 4.358 -4.423
C 9.096 3.198 -4.957
H 7.480 3.874 -1.808
H 5.723 4.010 -1.693
H 6.797 4.955 -0.655
H 6.613 6.330 -4.456
H 5.286 5.333 -3.825
H 6.628 4.073 -5.472
H 6.745 3.368 -3.871
H 8.717 2.776 -5.913
H 9.098 2.328 -4.244
H 10.117 3.425 -5.153
C 5.743 0.401 0.495
O 5.793 -1.031 0.636
C 6.797 -1.716 -0.074
C 6.529 -3.192 0.130
O 5.402 -3.523 -0.677
C 4.896 -4.843 -0.489
H 6.734 0.866 0.585
H 4.986 0.840 1.209
H 5.277 0.626 -0.457
H 7.769 -1.521 0.387
H 6.875 -1.444 -1.139
H 6.314 -3.311 1.170
H 7.311 -3.924 -0.131
H 4.525 -4.922 0.528
H 5.584 -5.674 -0.612
H 4.036 -4.919 -1.163
C -5.399 -1.477 -2.568
O -4.915 -1.573 -3.929
C -5.844 -2.162 -4.847
C -5.149 -2.372 -6.216
O -4.590 -1.248 -6.827
C -5.406 -0.208 -7.162
H -5.718 -2.448 -2.072
H -6.249 -0.815 -2.574
H -4.534 -1.081 -2.026
H -6.729 -1.575 -4.857
H -6.004 -3.178 -4.470
H -5.815 -2.860 -6.986
H -4.345 -3.069 -6.036
H -6.337 -0.622 -7.629
H -4.768 0.437 -7.747
H -5.645 0.434 -6.293
C -4.374 1.544 -1.009
O -3.749 2.506 -0.199
C -2.904 3.394 -0.843
C -3.616 4.516 -1.717
O -4.438 5.422 -1.053
C -5.616 4.810 -0.540
H -5.231 1.852 -1.643
H -4.601 0.766 -0.274
H -3.702 1.107 -1.801
H -2.074 2.824 -1.432
H -2.367 3.856 -0.003
H -4.287 3.931 -2.486
H -2.866 5.164 -2.197
H -6.210 5.625 -0.229
H -5.346 4.260 0.319
H -6.117 4.180 -1.226
C 3.677 -1.585 -2.361
C 2.490 -1.047 -3.180
C 2.930 -0.340 -4.494
C 4.020 0.657 -4.382
N 4.740 1.562 -4.376
H 3.339 -1.998 -1.406
H 4.328 -0.745 -2.050
H 4.317 -2.325 -2.848
H 1.887 -0.341 -2.569
H 1.792 -1.864 -3.365
H 2.155 0.083 -5.096
H 3.360 -1.162 -5.076
C -4.754 1.603 3.278
C -5.404 1.875 4.651
C -5.459 3.355 5.024
C -6.309 4.117 4.145
N -7.079 4.717 3.528
H -5.404 1.975 2.498
H -4.606 0.488 3.186
H -3.798 2.071 3.221
H -4.904 1.430 5.550
H -6.396 1.482 4.704
H -4.448 3.776 5.072
H -5.790 3.483 6.043
C -3.497 -4.491 3.191
C -3.386 -4.676 4.715
C -2.929 -3.348 5.345
C -3.949 -2.358 5.369
N -4.790 -1.577 5.448
H -4.287 -3.737 3.077
H -3.857 -5.376 2.656
H -2.577 -4.074 2.803
H -2.595 -5.352 5.069
H -4.357 -5.030 5.108
H -2.055 -3.000 4.771
H -2.650 -3.476 6.375
C 2.336 -2.439 8.125
C 1.634 -3.482 7.234
C 1.712 -3.049 5.727
C 0.744 -3.833 4.888
N 0.010 -4.358 4.160
H 2.394 -2.763 9.202
H 1.781 -1.482 8.111
H 3.343 -2.194 7.831
H 0.571 -3.507 7.490
H 1.983 -4.501 7.365
H 2.636 -3.051 5.253
H 1.444 -1.980 5.646
O 1.659 5.699 3.967
C 1.293 4.853 3.220
O 1.902 4.471 2.109
C 3.234 5.054 1.933
C 3.923 4.205 0.923
C 0.018 4.147 3.372
H 3.743 5.099 2.893
H 3.010 6.082 1.626
H 3.353 3.920 0.026
H 4.210 3.190 1.282
H 4.886 4.713 0.595
H -0.256 3.427 2.609
H -0.791 4.834 3.281
H -0.004 3.592 4.282
O 0.457 -1.027 -0.164
C 0.568 0.042 0.405
O -0.410 0.825 0.834
C -1.695 0.152 0.804
C -2.022 -0.714 2.045
C 1.927 0.561 0.756
H -1.768 -0.454 -0.060
H -2.432 0.931 0.751
H -1.299 -1.535 2.129
H -3.051 -1.124 1.794
H -2.012 -0.188 2.968
H 1.975 1.628 0.707
H 2.740 0.095 0.229
H 1.999 0.249 1.806
*
```

Results
Gap between HOMO and LUMO ... 0.3453 Eh

(2)
C2H2O2S2 | ωB97M-V/def2-TZVPD

```
! wB97M-V def2-TZVPD RIJCOSX def2/J DEFGRID3
* xyz 0 1
O 0.101 1.792 0.204
C 0.160 0.657 -0.123
S 1.772 -0.177 -0.294
C -1.113 -0.254 -0.106
O -0.832 -1.485 0.243
S -2.600 0.299 -0.262
H 2.226 0.985 0.253
H 0.286 -1.818 0.084
*
```

Results
Gap between HOMO and LUMO ... 0.3136 Eh
SMILES string ... O=C(S)C(O)=S
ΔE to the lowest compared entry with this formula, charge and spin ... 35.3 kcal/mol

(3)
C30H72F3O37P7 | ωB97M-V/def2-TZVPD

```
! wB97M-V def2-TZVPD RIJCOSX def2/J DEFGRID3
* xyz 0 1
O 0.850 0.178 1.834
C 0.228 -0.424 1.019
O -1.003 -0.922 1.224
C -1.451 -1.539 0.025
C -0.520 -0.932 -1.042
F -1.145 0.131 -1.642
O 0.553 -0.485 -0.275
H -1.340 -2.620 0.132
H -2.515 -1.404 -0.160
H -0.251 -1.619 -1.837
O 0.938 4.495 -5.390
C 0.645 3.796 -4.476
O -0.598 3.670 -3.947
C -0.548 2.538 -3.065
C 0.933 2.554 -2.652
F 1.428 1.307 -2.407
O 1.544 3.039 -3.819
H -1.106 2.664 -2.138
H -0.941 1.618 -3.493
H 1.137 3.192 -1.789
O -1.997 0.696 -6.411
C -1.868 -0.444 -6.130
O -1.920 -1.463 -7.014
C -1.696 -2.687 -6.345
C -1.126 -2.237 -5.009
F 0.242 -2.167 -5.097
O -1.650 -0.945 -4.884
H -2.639 -3.220 -6.215
H -0.998 -3.383 -6.808
H -1.375 -2.859 -4.155
C -5.664 -5.265 0.790
O -4.306 -5.020 1.140
P -3.993 -3.674 1.930
O -4.477 -2.444 1.302
O -4.482 -4.033 3.400
C -4.629 -3.013 4.394
O -2.407 -3.680 2.071
C -1.697 -4.555 2.929
H -5.759 -5.460 -0.276
H -6.391 -4.481 1.011
H -5.976 -6.164 1.324
H -3.862 -3.197 5.151
H -5.600 -3.167 4.855
H -4.479 -1.980 4.082
H -1.680 -4.154 3.946
H -0.698 -4.772 2.569
H -2.214 -5.506 3.103
C 4.422 0.057 -2.210
O 4.649 -1.349 -2.310
P 4.076 -2.414 -1.285
O 4.575 -3.767 -1.525
O 4.283 -1.738 0.126
C 5.606 -1.872 0.697
O 2.477 -2.303 -1.442
C 1.986 -2.640 -2.745
H 5.381 0.551 -2.332
H 3.920 0.299 -1.272
H 3.730 0.408 -2.977
H 5.995 -0.935 1.088
H 6.267 -2.232 -0.095
H 5.601 -2.615 1.492
H 1.144 -3.319 -2.610
H 2.681 -3.231 -3.348
H 1.804 -1.702 -3.264
C -3.536 -6.461 -4.113
O -4.524 -5.782 -3.318
P -4.237 -4.318 -2.795
O -3.697 -3.388 -3.796
O -3.383 -4.459 -1.451
C -2.050 -5.011 -1.478
O -5.624 -3.932 -2.162
C -5.999 -2.585 -1.861
H -3.354 -7.396 -3.588
H -2.606 -5.900 -4.213
H -3.921 -6.607 -5.120
H -1.454 -4.444 -2.195
H -2.089 -6.087 -1.629
H -1.664 -4.784 -0.486
H -5.202 -1.874 -2.082
H -6.244 -2.502 -0.805
H -6.850 -2.335 -2.492
C 2.960 -0.799 3.671
O 3.971 -0.584 4.649
P 5.336 -1.401 4.644
O 5.227 -2.728 4.030
O 5.713 -1.403 6.181
C 5.159 -2.411 7.012
O 6.346 -0.410 3.912
C 6.196 0.999 4.018
H 3.227 -1.607 2.990
H 2.877 0.109 3.077
H 1.977 -0.953 4.109
H 5.514 -3.414 6.791
H 4.072 -2.424 6.851
H 5.240 -2.179 8.071
H 5.292 1.319 4.531
H 6.180 1.489 3.041
H 7.045 1.462 4.526
C -6.039 5.754 -3.178
O -5.174 4.632 -3.040
P -3.889 4.542 -3.990
O -3.056 5.733 -3.939
O -4.597 4.135 -5.360
C -3.809 4.030 -6.543
O -3.200 3.165 -3.541
C -3.979 1.971 -3.544
H -5.743 6.424 -3.984
H -6.104 6.270 -2.223
H -7.050 5.429 -3.436
H -4.278 4.582 -7.361
H -3.769 2.996 -6.885
H -2.803 4.437 -6.442
H -3.625 1.338 -2.728
H -3.867 1.404 -4.468
H -5.030 2.169 -3.339
C 3.563 2.013 6.775
O 2.938 1.921 5.504
P 1.668 2.857 5.280
O 1.984 4.286 5.354
O 1.096 2.389 3.885
C -0.099 2.998 3.395
O 0.579 2.370 6.333
C 0.294 3.066 7.529
H 2.948 2.495 7.542
H 4.414 2.696 6.725
H 3.868 1.044 7.158
H -0.661 2.198 2.913
H 0.131 3.714 2.605
H -0.739 3.476 4.135
H 0.425 2.435 8.410
H -0.740 3.411 7.577
H 0.947 3.934 7.641
C 3.164 2.393 1.409
O 3.856 3.607 1.102
P 3.179 4.791 0.287
O 1.818 4.476 -0.169
O 3.404 6.029 1.243
C 2.833 6.005 2.543
O 4.221 5.101 -0.852
C 4.009 4.736 -2.224
H 2.088 2.524 1.340
H 3.383 2.106 2.436
H 3.562 1.634 0.737
H 2.026 6.714 2.737
H 3.604 6.192 3.286
H 2.358 5.047 2.772
H 4.975 4.505 -2.665
H 3.569 5.593 -2.729
H 3.356 3.868 -2.275
*
```

Results
Gap between HOMO and LUMO ... 0.3818 Eh
SMILES string ... O=C1OC[C@@H](F)O1.O=C1OC[C@@H](F)O1.O=C1OC[C@@H](F)O1.COP(=O)(OC)OC.COP(=O)(OC)OC.COP(=O)(OC)OC.COP(=O)(OC)OC.COP(=O)(OC)OC.COP(=O)(OC)OC.COP(=O)(OC)OC
ΔE to the lowest compared entry with this formula, charge and spin ... 0.0 kcal/mol

(4)
C2HNO2 | ωB97M-V/def2-TZVPD

```
! wB97M-V def2-TZVPD RIJCOSX def2/J DEFGRID3
* xyz 0 1
N -1.584 1.516 -0.121
C -0.774 0.687 -0.048
C 0.767 -0.163 0.216
O 1.641 0.331 0.829
O 0.462 -1.319 -0.285
H -0.512 -1.053 -0.591
*
```

Results
Gap between HOMO and LUMO ... 0.4439 Eh
SMILES string ... N#CC(=O)O
ΔE to the lowest compared entry with this formula, charge and spin ... 43.8 kcal/mol

(5)
C2H2N2OS | ωB97M-V/def2-TZVPD

```
! wB97M-V def2-TZVPD RIJCOSX def2/J DEFGRID3
* xyz 0 1
C 2.596 0.777 -0.019
C -0.096 -0.429 -0.028
N 2.785 -0.398 0.128
N 2.283 -1.605 0.031
O 2.721 1.932 -0.092
S 0.720 -1.851 -0.070
H -1.156 -0.462 -0.145
H 0.388 0.513 0.145
*
```

Results
Gap between HOMO and LUMO (alpha / beta) ... 0.2959 / 0.2960 Eh
ΔE to the lowest compared entry with this formula, charge and spin ... 72.8 kcal/mol

(6)
C11H24AgF6O11P | ωB97M-V/def2-TZVPD

```
! wB97M-V def2-TZVPD RIJCOSX def2/J DEFGRID3
* xyz -2 3
Ag 0.737 -0.509 -1.156
C -2.865 0.057 0.056
O -3.324 -0.868 1.065
O -1.546 -0.428 -0.090
C -3.865 0.345 -1.194
F -4.435 -0.788 -1.550
F -4.745 1.227 -0.810
F -3.288 0.895 -2.249
C -4.598 -0.643 1.599
C -4.720 -1.596 2.742
H -5.694 -1.640 3.231
H -4.544 -2.638 2.477
H -4.041 -1.258 3.525
H -5.394 -0.978 0.935
H -4.807 0.366 1.955
H -2.800 0.989 0.618
C 2.788 0.740 1.581
O 2.963 -0.230 2.685
O 2.373 -0.106 0.532
C 1.866 1.982 1.981
F 0.601 1.626 2.385
F 2.385 2.838 2.836
F 1.653 2.731 0.865
C 3.646 0.271 3.896
C 3.616 -0.935 4.826
H 4.243 -0.676 5.679
H 2.602 -1.177 5.145
H 3.976 -1.846 4.346
H 3.226 1.156 4.374
H 4.709 0.452 3.736
H 3.780 1.139 1.370
P 0.677 -3.409 -0.336
O -0.731 -4.051 -0.104
O 0.535 -2.205 0.515
O 0.886 -2.599 -1.647
O 1.885 -3.999 0.421
C 2.845 -0.734 -3.863
O 2.528 -0.039 -2.704
H 3.038 -0.066 -4.702
H 3.687 -1.413 -3.725
H 1.904 -1.191 -4.166
H 3.395 0.294 -2.462
C -0.678 0.719 -4.329
O -0.462 -0.254 -3.385
H 0.091 0.675 -5.101
H -1.694 0.677 -4.721
H -0.627 1.749 -3.977
H -0.637 -1.083 -3.836
C -0.528 2.839 -1.471
O 0.588 1.940 -1.472
H -1.388 2.342 -1.920
H -0.817 3.115 -0.457
H -0.225 3.762 -1.965
H 1.229 2.436 -1.986
*
```

Results
Gap between HOMO and LUMO (alpha / beta) ... 0.2083 / 0.2072 Eh

(7)
C5H15N2 | ωB97M-V/def2-TZVPD

```
! wB97M-V def2-TZVPD RIJCOSX def2/J DEFGRID3
* xyz 1 1
C 0.464 1.088 -1.558
C 0.427 0.903 -0.024
C 1.415 1.928 0.632
N 0.739 -0.525 0.475
C -0.305 -1.241 1.261
C -1.665 -1.233 0.380
N -1.178 -1.445 -0.961
H 1.480 0.903 -1.972
H -0.283 0.502 -2.017
H 0.083 2.073 -1.732
H -0.646 0.993 0.235
H 2.500 1.791 0.293
H 1.491 1.931 1.790
H 1.072 3.002 0.572
H 0.972 -1.167 -0.470
H 1.600 -0.366 0.902
H -0.661 -0.634 2.048
H -0.096 -2.244 1.560
H -2.323 -0.360 0.782
H -2.228 -2.066 0.580
H -0.902 -2.420 -1.117
H -1.956 -1.414 -1.660
*
```

Results
Gap between HOMO and LUMO ... 0.4059 Eh
SMILES string ... CC(C)[NH2+]CCN
ΔE to the lowest compared entry with this formula, charge and spin ... 54.1 kcal/mol